163
Properties=species:S:1:pos:R:3:forces:R:3 method="wB97M-V/def2-TZVPD" e_homo_ev=-3.94 lumo_ev=3.14 total_charge=-2
C 18.3921 24.7859 -20.5697 0.28 0.74 1.11
O 19.6452 23.7761 -22.5374 0.86 -0.10 0.58
H 24.4852 27.2202 -23.6515 -0.03 0.03 -0.05
C 21.6292 23.2709 -12.3466 0.06 0.02 0.26
H 16.4903 28.5848 -16.3757 -0.72 -0.45 -0.14
H 20.4586 24.6183 -11.1012 -0.16 -0.30 0.30
C 26.9717 25.9881 -19.4706 0.64 0.23 0.19
H 18.9868 22.1674 -20.0553 -0.05 0.08 -0.21
H 19.2923 26.1752 -12.2230 0.32 -0.02 0.38
H 20.7346 28.3331 -14.1351 -0.24 0.29 -0.44
S 24.7709 22.1469 -14.0184 1.26 0.02 -0.06
C 28.0227 25.7149 -15.7416 1.01 0.17 0.03
C 18.9847 27.1270 -11.7815 -0.27 0.10 -1.16
C 18.6725 23.2169 -15.3700 0.04 -0.72 0.59
O 16.5832 24.2389 -12.7612 0.13 0.29 -0.04
H 22.6974 23.2864 -12.5673 -0.04 0.00 -0.11
H 26.4492 21.0858 -18.4396 -0.35 -0.41 0.11
O 21.5916 31.3267 -17.1580 0.24 0.33 0.04
C 24.4756 25.3929 -22.5001 -0.52 1.98 1.74
C 25.9081 23.5543 -13.6180 -0.42 -0.52 0.91
C 21.4374 29.7803 -22.4979 -0.84 0.12 0.11
H 25.9147 22.8173 -16.0829 -0.64 0.28 0.10
C 25.6374 30.2308 -13.8433 -0.43 -0.58 -1.17
H 23.8639 25.5759 -14.7300 0.10 -0.05 -0.05
H 18.0799 28.0304 -16.0239 -0.27 -0.49 0.53
H 28.9842 27.0387 -13.2849 -0.09 -0.55 -0.39
C 22.5264 24.8056 -10.5143 -0.42 0.60 -0.46
S 29.0131 27.2747 -15.7505 0.45 -0.80 -0.09
H 21.0741 23.6521 -13.1960 -0.01 0.02 0.08
H 25.4800 23.2561 -20.0178 -0.27 0.14 -0.02
O 21.3839 25.9536 -13.9025 -0.05 0.24 0.60
C 21.2650 30.0389 -16.6478 -0.72 -0.60 -0.87
H 19.2005 24.8706 -14.0344 0.55 -0.61 -0.01
C 23.7091 20.8077 -19.7068 0.63 0.89 0.36
O 15.5842 24.6615 -16.3287 -0.12 0.40 -0.65
H 21.2986 27.0561 -20.8745 -0.01 0.03 -0.06
H 21.8706 30.5586 -21.8706 0.16 -0.31 0.31
H 18.4817 26.8283 -17.8187 -0.22 0.03 0.00
C 20.8974 27.9726 -20.4431 0.13 0.17 0.59
H 17.7268 27.7397 -19.8484 0.39 0.48 0.15
O 23.1231 30.0066 -18.0538 0.59 -0.60 0.08
H 20.3041 22.8574 -19.0604 -0.34 0.56 0.00
C 19.9621 22.6485 -20.0791 0.68 -0.13 0.34
H 27.8049 25.4940 -19.9713 -0.07 -0.21 0.10
O 23.0311 32.1969 -18.6151 0.57 0.03 -0.26
H 22.5463 25.7349 -11.0932 0.25 -0.12 -0.17
H 18.8234 27.0685 -10.7092 -0.01 -0.14 0.01
C 23.1223 25.7169 -15.5044 -2.09 0.37 0.77
H 23.2099 27.5371 -13.1746 -0.17 0.26 -0.21
C 25.9207 21.2417 -19.3855 1.19 0.82 0.23
C 21.0774 25.8938 -17.5334 -1.55 0.20 1.48
H 24.8645 28.9778 -19.8014 0.47 0.07 -0.35
C 22.6432 31.2631 -17.9922 -0.93 -0.04 0.24
H 18.2176 25.7263 -21.0924 0.13 -0.02 -0.07
H 28.8674 28.6788 -13.8030 0.03 0.07 -0.37
C 25.5687 21.8846 -15.6293 0.43 0.30 -0.45
S 26.7635 27.5451 -20.3634 -0.31 0.79 0.17
O 23.7850 22.1555 -19.5631 0.19 -0.08 0.31
H 26.5056 21.3423 -15.4846 -0.32 -0.46 0.34
H 28.2298 25.1110 -16.6237 0.09 0.34 -0.20
H 21.2295 30.1328 -15.5650 0.30 -0.14 0.04
O 24.9455 20.2469 -19.5939 -0.92 -0.37 -0.04
O 30.4511 26.8461 -15.7158 -0.60 0.13 -0.12
H 21.6749 28.5055 -19.8917 0.11 0.17 -0.32
C 22.3912 29.1356 -17.1889 -1.18 -0.09 1.08
O 24.7372 23.1479 -22.4003 -0.44 -1.55 0.44
H 24.8952 21.3783 -16.3172 0.03 -0.17 0.10
H 18.4757 24.9916 -19.4973 -0.16 0.05 -0.03
H 26.0729 25.3744 -19.4249 -0.14 0.18 -0.23
C 21.7582 25.9088 -15.0783 0.81 -0.32 -1.02
C 18.4935 24.0420 -14.1106 -0.79 0.94 -0.43
C 16.2370 25.6357 -16.5807 -0.66 -0.23 -1.16
S 23.8951 29.7113 -14.0387 0.47 0.41 1.95
C 23.7129 24.1173 -22.1416 0.00 0.28 -1.75
H 22.9086 23.9496 -22.8673 0.05 -0.10 -0.04
O 21.1547 22.9021 -10.1141 -0.42 -0.26 0.47
H 20.3379 25.9983 -18.3212 0.09 -0.09 -0.02
O 20.0118 30.1375 -13.3928 0.19 0.71 -1.02
H 19.6378 22.7127 -15.2908 0.20 0.25 -0.54
O 22.6873 20.2348 -19.8801 -0.13 -0.50 -0.20
H 18.5288 23.8003 -16.2770 0.49 0.22 0.08
H 16.4439 24.3930 -14.8146 0.37 -0.33 1.04
H 26.5485 21.0894 -21.4594 -0.01 0.67 -0.07
H 25.7911 31.1340 -14.4293 -0.08 0.18 0.25
H 17.9463 22.4007 -15.4408 -0.21 0.14 0.34
O 18.5468 23.2196 -12.9341 0.20 -0.17 0.08
H 24.4300 28.3168 -12.1752 0.13 0.20 -0.06
H 25.7730 23.7460 -12.5511 -0.05 -0.09 0.01
H 17.1560 25.7923 -14.1056 0.22 -0.52 1.19
H 25.6832 24.4802 -14.1412 -0.07 -0.26 -0.42
C 21.0545 21.7276 -10.7741 -0.19 0.13 -0.20
O 25.2082 20.9906 -13.1600 -0.26 0.82 -0.41
C 17.1152 24.7077 -14.0115 -0.13 -0.64 -0.11
H 18.9359 28.4879 -14.0203 0.07 0.03 -0.10
H 21.9879 28.2394 -17.6595 0.09 0.38 -0.76
H 23.4599 24.2616 -10.6537 0.03 0.00 0.10
H 20.7401 21.9503 -20.3974 -0.19 0.08 -0.56
C 26.9868 21.2118 -20.4688 -0.10 -0.95 0.01
O 19.8536 31.6024 -11.7022 0.09 -0.07 0.06
H 27.2515 26.2300 -18.4445 -0.01 0.09 -0.03
H 22.9054 26.7631 -22.9397 0.09 0.12 0.15
C 24.1410 28.1092 -13.2065 -0.24 -0.35 0.11
H 22.4183 25.1245 -9.4781 -0.11 -0.31 0.10
H 16.1211 27.7086 -19.4344 -0.39 0.39 0.56
S 19.9859 24.1535 -21.1094 -1.39 -0.82 -0.91
O 19.2876 30.0469 -20.9231 0.27 -0.17 -0.03
H 25.8746 30.3420 -12.7903 -0.07 -0.01 0.04
H 27.6666 22.0564 -20.3644 -0.19 0.19 -0.28
C 20.0199 28.1898 -12.1346 -1.42 -0.58 -0.16
H 24.8661 27.4547 -13.6922 0.11 0.28 -0.17
C 17.4386 23.3761 -12.1963 -0.40 0.14 0.49
H 28.5106 25.2146 -14.9037 -0.55 -0.28 0.17
C 17.0801 28.0206 -19.0144 0.15 -1.29 -0.29
C 17.1196 27.6939 -16.4188 1.47 0.79 -0.44
O 16.6361 25.9420 -17.8274 -0.01 -0.26 0.00
H 26.9489 25.8771 -15.6657 0.01 0.06 0.16
H 25.2243 27.8742 -18.5071 0.43 -0.10 -0.01
C 25.8228 23.6560 -23.0055 -0.67 0.03 0.50
C 25.2027 27.9620 -19.5967 -1.05 0.09 0.57
O 16.6132 26.5717 -15.7090 -0.57 1.10 -0.55
O 19.7421 29.3738 -11.3666 0.61 -0.12 0.77
H 20.9648 30.2985 -23.3337 0.07 -0.15 -0.11
O 23.1703 30.5398 -13.0098 -0.06 -0.44 -0.79
H 27.4656 27.6522 -14.0887 0.00 -0.10 0.41
H 24.6379 25.9690 -21.5843 0.17 -0.23 0.10
C 19.8962 28.7448 -13.5743 0.82 -1.19 1.00
H 26.9256 23.1938 -13.7585 0.04 0.09 -0.19
O 24.6373 25.1590 -17.1418 -0.97 0.29 -0.45
O 19.4838 26.2278 -15.8194 -0.16 0.17 0.06
S 20.0274 28.9665 -21.6479 0.18 0.30 -0.30
O 26.6944 23.0069 -23.4872 0.31 -0.09 -0.04
O 25.7679 24.9840 -22.9333 0.15 0.39 -0.86
H 17.5367 24.1346 -20.7350 0.34 -0.40 -0.22
H 27.5993 20.3123 -20.3509 -0.01 0.03 0.20
C 21.3449 23.9862 -11.0174 0.83 0.31 -0.19
H 20.9692 27.7071 -11.8948 0.44 0.88 -0.08
H 20.1554 27.7106 -19.6856 -0.13 -0.13 -0.22
C 23.4513 25.5020 -16.8363 2.36 -0.54 0.13
O 17.2229 22.8415 -11.1467 0.27 -0.11 -0.17
C 22.3874 25.6815 -17.9053 0.05 -0.11 -1.98
H 19.5328 30.1092 -18.0723 0.62 -0.14 -0.31
C 28.5568 27.6654 -14.0668 -0.39 0.88 0.35
H 24.3914 27.2924 -19.9027 0.24 -0.20 -0.14
C 19.9002 30.4844 -12.1094 -0.42 -0.23 0.13
C 17.4335 27.1371 -17.8062 -0.41 0.65 -0.41
H 23.4556 25.9027 -24.3393 0.23 0.15 -0.19
H 26.1986 29.4375 -14.3393 0.31 0.08 0.21
H 18.0547 27.3184 -12.3267 -0.21 0.29 0.49
O 21.2434 21.9227 -12.0812 0.11 -0.20 -0.50
H 22.1463 29.0428 -22.8645 0.10 0.00 0.09
H 17.1345 29.0861 -18.8165 0.03 0.02 -0.05
H 19.1710 30.0113 -16.3997 -0.09 -0.03 -0.07
C 25.1283 22.5543 -19.2648 0.50 -0.45 -0.57
C 19.8765 29.6339 -17.1521 -0.95 0.56 1.03
C 23.8086 26.3986 -23.4313 -0.22 -1.08 -0.21
H 25.2605 22.9928 -18.2783 -0.67 0.17 -0.02
O 22.6453 25.6593 -19.1375 1.08 -0.15 0.53
O 27.7602 28.5632 -19.8730 -0.34 -0.90 -0.11
H 22.8927 28.7157 -16.3174 1.08 0.43 -0.38
C 20.6472 26.0194 -16.1933 0.92 -0.10 -0.09
H 23.2355 24.0578 -21.1650 0.75 0.02 0.33
O 20.8276 20.6695 -10.2788 0.06 0.04 0.26
H 19.6964 28.5575 -17.1828 0.51 -0.02 -0.11

142
Properties=species:S:1:pos:R:3:forces:R:3 method="wB97M-V/def2-TZVPD" e_homo_ev=-9.83 lumo_ev=-2.11 total_charge=+1
O -2.7682 1.8209 -1.4379 0.01 -0.04 0.11
H -2.7177 0.9038 -3.7070 0.04 0.01 0.15
H 1.9301 -5.9950 -1.2223 -0.04 -0.01 0.05
H -1.9809 -1.2813 -0.8405 0.04 -0.12 0.03
C -2.6584 -0.1474 0.7685 0.24 -0.17 -0.31
C -1.9576 0.2010 4.4279 -0.07 0.01 -0.16
C 0.3434 2.6013 1.5341 0.18 0.18 -0.38
C -2.3879 -2.8838 6.0599 0.23 -0.04 -0.24
C -0.0546 2.8642 -7.6631 0.29 0.15 -0.08
C -0.2084 5.3072 -7.1716 0.46 -0.25 0.18
C 0.7443 0.7702 -4.6878 -0.28 0.10 0.12
H 0.3058 -4.3703 -0.5911 0.10 0.05 -0.01
C -1.0433 -0.3982 -3.3506 -0.06 0.22 0.13
C 3.3299 -1.8058 4.3133 0.13 0.15 0.03
N 0.1689 2.5911 -6.2547 -0.14 -0.09 -0.14
C 1.0908 -1.9526 0.4486 -0.05 -0.13 -0.48
H 2.9714 -3.3784 8.6592 -0.07 -0.02 0.10
H 0.6748 5.5056 -9.7766 0.02 0.10 -0.09
C 1.1010 -1.7113 5.1101 -0.49 0.07 0.44
H 2.0675 -5.1895 -3.2325 0.05 -0.12 -0.07
H -1.6282 -4.3422 4.6785 0.07 0.05 0.15
H 1.5846 1.4597 -4.6341 0.12 -0.02 -0.05
H -3.3701 2.3236 3.0226 -0.20 0.15 0.03
H -4.4071 2.0483 -0.0721 -0.10 -0.01 0.03
H -0.9352 0.5336 2.5619 -0.05 0.05 0.08
H 1.6895 -4.5700 5.5982 -0.08 -0.04 -0.06
H -0.7470 -1.1844 -2.6603 -0.11 -0.08 -0.11
H -0.6127 5.6846 -3.7439 -0.02 0.03 0.17
H -0.5548 -3.8958 1.8190 0.05 0.08 -0.06
H -0.3277 1.4438 6.3151 -0.06 -0.03 0.14
H 0.4732 2.1078 -8.2503 -0.06 -0.01 -0.01
C -2.5804 0.6307 -1.6234 -0.07 0.20 -0.63
H -0.1858 3.2046 6.2187 -0.04 0.12 0.09
H 0.0712 -1.0522 3.3455 -0.05 -0.02 0.25
H -3.2458 -1.9200 -2.6412 0.01 -0.14 0.06
H 1.5765 -2.2921 8.8847 0.02 -0.02 0.00
H -2.4466 0.7870 5.2082 -0.11 -0.03 -0.04
O -0.4872 3.1026 2.4315 -0.20 0.29 0.08
H -4.4867 -0.7139 -2.9909 -0.13 -0.05 0.00
H 0.3806 -4.6371 -3.0862 -0.14 -0.06 0.00
H -1.2735 5.3366 -7.4159 -0.12 0.03 -0.03
H -1.4381 3.0549 4.1877 0.05 -0.07 -0.07
C -1.2721 -3.4289 5.1703 0.02 -0.31 0.35
C 0.4377 3.4802 0.3216 -0.20 -0.17 -0.20
H 1.5521 4.2618 -7.8028 -0.01 -0.04 0.02
C -0.1121 1.2136 -5.8883 0.34 -0.01 0.06
H -2.6634 -0.5521 4.0566 0.01 0.12 0.08
C -3.4833 -1.0482 -3.2459 0.04 0.21 0.05
H -0.3472 6.9636 -4.9359 0.00 0.14 0.02
O -0.8796 -0.4500 5.0850 0.22 -0.13 0.13
H 0.2411 -5.4637 1.4974 0.10 0.05 -0.08
C -0.0349 4.9646 -5.6942 -0.42 0.12 0.03
H -0.5275 1.8034 -0.6101 -0.02 0.15 -0.01
C 0.4814 4.2490 -8.0311 -0.34 0.02 -0.24
C -2.4701 0.0784 -3.0297 -0.03 -0.11 -0.23
C -0.7759 2.3724 3.6433 0.26 -0.55 0.18
H 1.1460 -0.2285 -4.8762 0.08 -0.08 0.06
H 2.8683 -3.3120 -1.8796 -0.07 -0.05 0.03
C -4.6034 1.4800 0.8341 -0.03 0.12 -0.06
C 1.3865 1.9883 -1.5278 -0.26 -0.16 -0.13
H -3.4796 -1.3485 -4.2911 0.00 -0.04 -0.08
C -2.8311 1.5144 2.5498 0.21 -0.23 -0.16
H -3.2610 -2.6663 5.4504 -0.09 0.04 -0.02
C -2.4124 -0.3394 -0.5352 0.05 -0.17 0.66
O -0.5504 3.4154 -1.8881 -0.06 0.37 -0.23
O 2.0151 -2.9158 6.9577 0.02 0.10 -0.41
C 2.1366 2.9513 -2.4401 -0.18 -0.18 0.17
C 1.4202 -4.3229 -3.1290 0.10 0.31 0.40
H -1.1836 1.0585 -5.6831 -0.06 -0.04 -0.05
C -0.2030 -1.4240 4.3446 0.53 0.31 -0.41
C 0.0010 0.7349 -3.3427 0.12 -0.29 0.06
H 0.9670 1.2148 4.1944 0.06 0.06 -0.05
H 0.1984 -1.9155 7.0429 0.03 -0.04 -0.04
H 1.9715 0.2231 -2.6200 -0.01 -0.03 0.01
H -1.5050 3.2981 -1.7717 0.09 -0.08 -0.01
H -1.8113 5.9831 -5.0050 -0.16 0.04 -0.01
H -2.3809 -0.9489 1.4480 0.08 -0.15 -0.05
C 1.9511 -3.1678 8.3461 0.01 -0.06 0.19
H -2.0815 -1.9721 6.5635 -0.03 0.05 0.09
H -0.7739 4.4999 -9.7726 -0.13 0.01 -0.07
C -0.5588 3.5513 -5.4448 0.40 0.21 0.09
H 0.1426 -4.8194 3.1492 0.10 0.06 -0.12
C 1.4001 -1.3659 -0.9497 0.29 -0.17 0.43
O -0.9597 -2.5700 4.0739 0.01 0.04 -0.10
H 0.1482 0.5899 -6.7467 -0.09 0.03 0.02
H 1.3431 -0.2131 1.3422 -0.08 0.00 0.01
H 0.7988 3.7793 -10.1199 0.04 -0.06 -0.14
C 1.0474 0.6373 -2.1987 0.26 0.40 -0.03
C 0.2903 2.2619 5.9602 0.01 -0.03 -0.21
H -0.0030 -2.0678 0.5123 0.05 -0.05 -0.06
H 1.2026 2.9595 4.1568 0.01 -0.08 -0.03
H 3.9656 -2.4311 3.6912 0.08 0.04 -0.02
H 0.2112 6.2924 -7.3831 -0.04 0.09 -0.04
C 0.5094 2.1686 4.4554 -0.14 0.07 0.06
H 3.3342 -0.7843 3.9233 0.02 -0.01 -0.02
H -5.1223 2.1225 1.5393 -0.08 0.03 0.07
H 2.4881 -1.1427 -1.0003 -0.19 0.01 -0.02
C -1.5616 1.1066 3.2485 -0.03 -0.05 0.12
H -1.6427 3.5188 -5.6674 -0.04 -0.02 0.03
C 0.7868 -2.5446 6.3633 -0.10 -0.04 -0.41
C -3.3165 0.9853 1.4239 -0.20 0.46 0.25
C -0.7455 5.9629 -4.7870 0.20 -0.20 -0.13
C 1.7937 -3.3127 0.5838 -0.09 0.24 -0.75
H 1.0351 4.9692 -5.4610 0.00 -0.05 0.01
O 0.6390 -0.2392 -1.1232 -0.06 -0.13 0.12
O 0.7984 -4.6683 5.2280 0.16 -0.20 -0.02
H 2.4474 3.8262 -1.8750 0.08 0.15 0.01
H -5.2460 0.6415 0.5720 -0.12 -0.04 0.00
H 1.3167 -4.0287 8.5764 0.01 0.00 0.02
H 1.2484 2.2156 6.4724 0.05 -0.01 0.12
H 1.5787 -3.0804 2.6152 0.01 -0.22 -0.06
H -0.5257 1.6788 -3.2165 0.01 -0.03 -0.03
H -1.1288 2.8100 -7.9223 -0.01 -0.01 -0.04
C 0.2593 -4.5579 2.0992 -0.78 -0.37 0.11
C 0.2838 4.5246 -9.5179 0.11 -0.09 0.27
N 1.5552 -3.8836 1.9417 0.04 0.48 0.17
H 2.4244 -5.1365 3.3707 -0.07 0.08 -0.01
H -0.2849 4.2909 0.4077 0.08 -0.04 -0.03
C 2.6294 -4.8003 2.3578 0.58 -0.57 0.26
C 1.7836 -3.5119 -1.8907 0.05 -0.35 0.11
H -1.0722 -0.8441 -4.3462 -0.05 -0.07 -0.02
O 1.5726 -1.1529 1.4857 0.21 0.19 0.06
H 1.5009 3.2888 -3.2506 -0.01 0.08 -0.18
C 0.1150 2.6295 -0.9356 0.29 -0.29 0.52
H -0.3478 -4.3114 6.8959 -0.04 0.11 -0.13
H 3.7054 -1.8171 5.3378 -0.01 -0.02 -0.04
C -0.0202 -3.7966 5.9790 -0.21 0.31 0.33
O 2.0245 -2.3571 4.2519 -0.18 -0.14 0.04
O 0.9229 1.5384 1.6459 0.05 -0.08 0.18
H 1.4374 3.9066 0.2425 0.07 0.04 0.08
H 1.5043 -0.7459 5.4308 0.02 -0.03 -0.07
O 2.0497 -5.4701 -0.4224 0.22 -0.19 -0.06
H 2.0291 1.7338 -0.6769 -0.04 0.00 -0.06
O 1.0734 -2.2989 -1.9571 -0.26 0.07 -0.11
H -0.4245 3.3094 -4.3921 -0.07 -0.01 0.07
H 2.6631 -5.6516 1.6816 -0.05 0.13 0.08
H 1.5480 -3.6933 -4.0043 0.06 0.00 -0.11
H 3.5896 -4.2918 2.3353 -0.04 0.12 -0.05
H -2.6620 -3.6289 6.8012 -0.06 -0.09 0.08
H 3.0236 2.4751 -2.8505 0.12 0.00 -0.07
H 2.8721 -3.1271 0.5208 -0.08 -0.04 0.08
C 1.3989 -4.2349 -0.5770 -0.12 0.57 -0.11

What did we get for max |F|? Answer: 0.0523, 0.0169 hartree/bohr, in the order shown.
What did we get for energy relative to the best compared isomer or geometry (same formula, charge and spin)? Answer: 0.0, 11.6 kcal/mol, in the order shown.
What did we get for Kohn-Sham gap? Answer: 0.260, 0.284 Ha, in the order shown.